C6H10O2 in the gas phase in a non-equilibrium geometry, computed with wB97M-V/def2-TZVPD.

Its HOMO-LUMO gap is 10.38 eV. The value obtained for the energy above the lowest of the compared OMol25 structures with the same formula, charge and spin is 3.089 eV. The value obtained for the total energy is -10476.081 eV. As for the SMILES: C#COCOC(C)C. The calculation puts the LUMO energy at 1.0 eV. The total charge is 0.

Cartesian coordinates (Å):
C1 1.674626 -0.110851 2.566730
C2 1.864577 0.187479 1.415502
O1 2.151481 0.665559 0.202966
C3 1.694065 -0.221844 -0.797433
O2 0.465083 -0.768710 -0.412630
C4 -0.727328 -0.042453 -0.765862
C5 -0.910237 1.228521 0.056207
C6 -1.891545 -1.008247 -0.571829
H1 1.715375 -0.334162 3.591091
H2 1.647036 0.363009 -1.741132
H3 2.376578 -1.076478 -0.887073
H4 -0.648494 0.232695 -1.838076
H5 -1.851591 1.703530 -0.220775
H6 -0.939629 0.980901 1.112878
H7 -0.086153 1.928476 -0.099990
H8 -1.739498 -1.895034 -1.191515
H9 -2.813748 -0.520402 -0.894778
H10 -1.980597 -1.311990 0.475719

Force components x, y, z for each atom (eV/Å):
C 0.43 0.43 -1.30
C 0.66 0.67 0.23
O -0.22 -0.19 1.48
C -1.07 -0.77 -0.65
O 0.19 0.09 -0.78
C -0.07 0.13 -0.21
C 0.23 -0.14 -0.13
C 0.28 0.09 -0.27
H -0.23 -0.25 0.50
H -0.01 -0.29 0.56
H 0.00 0.28 0.02
H -0.04 -0.15 0.33
H 0.04 0.07 -0.02
H -0.03 -0.04 0.17
H -0.14 0.00 -0.03
H -0.04 0.02 0.13
H 0.00 -0.06 0.12
H 0.03 0.09 -0.14

These are the Löwdin partial charges, in e, on atoms 1 to 4: atom 1 (C): 0.13, atom 2 (C): -0.23, atom 3 (O): -0.02, atom 4 (C): -0.21